{"formula": "CH3FIN", "method": "ωB97M-V/def2-TZVPD", "de_lowest_kj_mol": 484.0, "e_lumo_ev": [-2.7, -2.7], "e_homo_ev": [-10.05, -10.05], "energy_ev": -13388.3776, "homo_lumo_gap_ev": [7.33, 7.32], "elements": ["C", "N", "F", "I", "H", "H", "H"], "coordinates": [[0.71024, 0.25128, 0.05974], [-0.26963, -0.72240, -0.16661], [-1.63923, 0.09843, -1.67325], [-1.60947, -1.15296, 1.17083], [0.71815, 0.76063, -0.83610], [0.50484, 1.03567, 0.91834], [1.58510, -0.27066, 0.52706]]}